1.
Formula: C15H27N2O4P2W
Source: the Open Molecules 2025 dataset
Level of theory: the ωB97M-V functional and the def2-TZVPD basis

Properties
Net charge: +3
M in g/mol: 545.18
Kohn-Sham gap (spin up / spin down) in eV: 6.1 / 5.4
Multiplicity: 3
Highest occupied orbital energy (spin up / spin down) in eV: -19.02 / -18.96
LUMO (spin up / spin down) in eV: -12.890 / -13.608
Largest force on an atom in Eh/bohr: 0.087
Total energy in eV: -47534.3011

Structure (XYZ):
```
51
Properties=species:S:1:pos:R:3:forces:R:3:mulliken_charge:R:1
W 0.0647 -0.1163 0.6454 0.58 3.73 0.42 0.59
P -2.0711 -0.5676 0.0458 -3.93 -0.62 -2.08 0.44
C -1.9793 -0.1363 -1.7450 -0.75 1.29 0.10 -0.61
C -0.8188 0.6841 -2.1404 -0.79 0.29 -0.60 0.30
N 0.2405 0.5847 -1.3134 0.28 -1.30 1.32 -0.18
C 1.4858 0.8758 -1.7543 0.90 1.20 -0.33 0.94
C 1.6691 1.6057 -2.9297 0.49 -0.82 1.01 -0.94
C 0.5509 1.8781 -3.7318 -0.20 -0.13 0.40 -0.50
C -0.6939 1.3681 -3.3493 -0.15 0.00 0.11 -0.82
C 2.5618 0.4353 -0.7986 0.73 0.28 0.41 -1.63
P 2.0825 -1.0772 0.2369 3.42 -0.17 -1.84 0.90
H -1.5842 1.4751 -3.9743 0.40 -0.02 0.11 0.56
H 2.6917 1.9176 -3.1801 -0.58 -0.14 -0.13 0.55
H 0.6810 2.4471 -4.6503 -0.16 -0.13 0.13 0.49
H 3.4672 0.1110 -1.3408 -0.23 0.23 0.17 0.77
H 2.8750 1.2488 -0.1095 -0.21 -0.24 -0.36 0.49
H -1.8641 -1.0845 -2.3114 0.25 -0.19 0.01 0.00
H -2.9218 0.2995 -2.0975 -0.01 0.03 0.33 0.80
H -1.0037 -2.7847 -1.9653 -1.05 0.20 -1.87 0.43
O -1.3862 -2.4193 -2.8660 -0.08 -0.72 -0.39 -0.72
H -2.2620 -2.7442 -3.1628 0.84 -0.44 0.35 0.35
H 0.1321 -1.9007 0.0415 -0.72 -0.77 0.54 0.22
O -0.5555 -3.1282 -0.7466 1.09 -0.06 0.91 -0.59
H -0.1661 -4.0260 -0.7511 0.36 0.08 0.33 0.28
C 2.5082 -2.4414 -0.8153 -0.49 -0.86 -0.35 -1.19
H 3.3998 -2.2233 -1.4073 -0.01 0.00 0.17 0.45
H 2.6831 -3.3235 -0.1904 0.08 0.04 -0.07 0.45
H 1.6692 -2.6706 -1.4764 0.27 0.07 -0.16 0.38
C 3.2112 -1.1433 1.6058 -0.06 0.22 0.86 -1.21
H 2.9797 -2.0322 2.1970 0.13 -0.03 0.05 0.46
H 4.2414 -1.2016 1.2409 -0.09 -0.05 -0.11 0.44
H 3.1067 -0.2636 2.2447 0.08 -0.05 0.02 0.44
C -3.1294 0.7308 0.7078 0.42 0.19 0.81 -1.14
H -4.1437 0.6198 0.2777 0.48 0.01 0.24 0.50
H -3.1208 0.5482 1.7977 -0.43 0.43 -0.31 0.42
H -2.7063 1.7199 0.4683 -0.32 -0.23 0.16 0.39
C -2.9240 -2.1265 0.2887 0.47 -0.43 0.15 -1.01
H -3.0969 -2.1897 1.3720 -0.13 -0.17 -0.20 0.47
H -3.8808 -2.1635 -0.2552 0.32 0.14 0.16 0.46
H -2.2142 -2.9224 -0.0324 -1.22 0.55 0.49 0.32
O 0.8975 3.0061 0.8529 -0.62 -1.47 1.49 -0.51
C 0.5012 2.5756 1.9334 0.79 2.14 -0.77 0.27
C 0.2917 3.3294 3.2439 0.18 0.40 -0.38 -0.41
C -0.2210 2.2948 4.2325 -0.21 -0.37 0.43 -0.45
C -0.4614 1.0312 3.4091 -0.86 0.37 1.84 0.29
O -1.0911 0.0374 3.7148 0.97 0.50 -1.23 -0.50
N 0.1194 1.2417 2.1435 -0.27 -2.20 -1.57 0.21
H 1.2434 3.7906 3.5650 -0.42 -0.11 -0.31 0.34
H -0.4394 4.1437 3.0851 0.43 -0.28 -0.10 0.33
H 0.5353 2.0804 5.0099 -0.45 -0.07 -0.21 0.30
H -1.1546 2.6064 4.7350 0.45 -0.33 -0.14 0.36
```
Forces are in eV/Å.

---

2.
Formula: C48H123N9O15
Source: the Open Molecules 2025 dataset
Level of theory: the ωB97M-V functional and the def2-TZVPD basis

Properties
Net charge: 0
M in g/mol: 1066.56
Kohn-Sham gap in eV: 9.3
Highest occupied orbital energy in eV: -8.66
ΔE to the lowest compared entry with this formula, charge and spin in kcal per mole: 177.1
SMILES: COC[C@H](C)N.COC[C@H](C)N.COC[C@H](C)N.COCCNCCOC.COCCNCCOC.COCCNCCOC.COCCNCCOC.COCCNCCOC.COCCNCCOC
LUMO in eV: 0.659
Largest force on an atom in Eh/bohr: 0.071
Total energy in eV: -95877.2219

Structure (XYZ):
```
195
Properties=species:S:1:pos:R:3:forces:R:3:mulliken_charge:R:1
C 5.2966 -0.7932 -1.4308 -0.62 -1.19 -0.41 -0.88
O 4.5445 -2.0405 -1.3753 1.04 -0.54 -0.30 0.05
C 5.1526 -3.1235 -2.1511 0.86 0.38 0.55 -0.60
C 6.6803 -3.3449 -1.9409 0.27 -0.51 -1.49 0.73
C 7.2663 -4.2755 -3.0330 0.15 -0.41 -0.77 -1.63
N 6.9624 -3.9568 -0.6675 -0.23 0.18 1.23 -0.64
H 5.9448 -0.7650 -0.5549 0.06 0.37 -0.09 0.24
H 4.5933 0.0366 -1.5008 -0.13 -0.10 0.50 0.03
H 5.8738 -0.7411 -2.3539 0.22 -0.06 0.03 0.49
H 4.7838 -4.1069 -1.8599 -0.92 0.28 0.30 -0.04
H 4.8721 -2.9782 -3.1944 0.27 0.07 -0.13 0.31
H 7.1863 -2.3852 -2.0458 0.19 -0.03 0.34 0.35
H 8.1747 -4.8214 -2.7784 0.59 0.79 0.79 0.45
H 7.5269 -3.7906 -3.9738 -0.43 0.13 -0.14 0.37
H 6.7115 -5.1913 -3.2369 -1.10 0.34 -0.21 0.29
H 6.3959 -4.7849 -0.5516 -0.45 -0.05 0.05 0.25
H 7.8984 -4.3361 -0.6532 0.29 0.33 -0.02 0.28
C -2.3610 1.3880 0.3478 -0.58 -1.42 0.10 -0.16
O -1.5973 0.1426 0.4262 -1.04 1.41 -0.14 -0.27
C -0.2341 0.2844 0.1179 0.40 -0.69 -0.31 -0.28
C 0.3979 -1.0913 0.1324 1.65 -1.16 1.15 1.28
C 0.1713 -1.8691 1.3871 -2.50 -0.58 0.73 -1.73
N 1.8469 -0.9980 0.0241 1.37 1.33 -1.09 0.00
H -1.9088 2.2484 0.8411 0.46 -0.16 -0.24 0.51
H -3.3191 1.2290 0.8427 0.16 -0.33 0.47 -0.70
H -2.7166 1.5776 -0.6650 0.72 0.32 -0.26 0.44
H 0.0075 0.5834 -0.9021 -0.53 0.79 -0.17 -0.58
H 0.2257 0.9684 0.8311 0.34 0.07 0.09 0.33
H 0.0735 -1.6616 -0.7380 -0.33 0.12 0.02 -0.55
H -0.8942 -2.0861 1.4627 -0.40 -0.15 0.11 0.30
H 0.3511 -1.2903 2.2930 0.60 -0.01 -0.03 0.29
H 0.6253 -2.8599 1.4053 0.50 0.22 -0.05 0.73
H 2.2929 -0.6403 0.8567 -0.44 0.48 0.37 0.23
H 2.3627 -1.8595 -0.0843 -0.52 -0.49 -0.46 -0.01
C -5.9067 0.4100 2.6976 0.25 -1.37 1.02 -0.73
O -5.1311 -0.3937 3.6700 1.00 1.14 -0.60 -0.33
C -4.4686 -1.5673 3.1298 -0.57 -0.41 -0.23 -0.74
C -3.2315 -2.1170 3.8775 -1.99 -0.86 2.16 1.10
C -3.6996 -2.7337 5.2900 0.71 1.98 -0.99 -1.58
N -2.2322 -1.0651 3.9497 -0.34 -0.67 0.85 -0.47
H -5.3364 0.6917 1.8124 -0.02 -0.48 -0.13 0.17
H -6.2973 1.3438 3.1019 0.60 -0.07 0.78 0.27
H -6.8089 -0.1791 2.5335 0.04 -0.07 -0.85 0.37
H -5.2778 -2.2970 3.1045 0.21 -0.53 -0.48 0.48
H -3.9781 -1.4430 2.1644 -0.89 0.67 -0.71 0.39
H -2.9149 -3.0475 3.4063 0.31 0.41 -0.86 -0.53
H -2.8341 -3.0439 5.8754 -0.11 -0.60 -0.21 0.27
H -4.4640 -3.4778 5.0662 0.36 -0.28 0.27 0.38
H -4.1632 -1.9568 5.8979 -0.21 0.13 -0.05 0.38
H -2.8193 -0.3866 4.4135 0.52 0.99 0.30 0.40
H -2.0933 -0.6963 3.0197 0.21 0.08 -0.37 0.05
C -6.8346 3.7072 0.2472 1.22 0.27 0.33 -0.83
O -5.3916 3.5961 0.4544 -0.10 0.31 -0.49 -0.16
C -4.6868 4.8303 0.6177 -0.38 1.42 0.28 -0.74
C -3.2547 4.9494 0.0824 0.70 0.19 0.28 0.30
N -2.5912 6.2812 0.3058 -0.19 -0.75 -0.04 -0.25
C -1.1028 6.3335 0.0965 -1.45 -0.40 0.67 0.04
C -0.4990 7.7070 0.2683 0.66 -0.60 0.67 -0.90
O -0.2598 8.3218 -0.9683 0.31 -0.34 0.93 -0.43
C -1.3711 8.8776 -1.5763 -0.24 1.24 -0.52 -0.66
H -7.2677 4.6124 0.6728 0.25 0.04 0.55 0.40
H -7.2501 2.8274 0.7385 -0.18 0.09 -0.31 0.20
H -7.1054 3.7894 -0.8054 0.26 -0.51 -0.24 0.28
H -4.5528 5.0607 1.6746 -0.51 -0.01 0.31 0.23
H -5.2703 5.6358 0.1719 -0.22 0.18 -0.06 0.39
H -3.2266 4.6103 -0.9531 0.28 -0.12 -0.13 -0.01
H -2.7012 4.2948 0.7557 0.43 -0.42 -0.53 -0.12
H -3.0952 7.0763 -0.0602 0.03 -0.17 -0.44 0.26
H -0.6977 6.0228 -0.8666 -0.48 -0.41 -0.28 0.00
H -0.7078 5.6487 0.8469 0.22 -0.05 0.00 0.33
H 0.4759 7.5826 0.7397 0.26 -0.14 -0.27 0.35
H -1.0155 8.3194 1.0075 -0.63 0.36 -0.31 0.44
H -1.9206 8.2459 -2.2742 0.37 -0.29 -0.31 0.16
H -0.9106 9.7544 -2.0317 -0.75 0.11 -0.74 0.39
H -2.1479 9.2421 -0.9042 0.11 0.07 0.61 0.30
C 0.4347 -5.9183 2.9620 0.01 -0.48 -0.57 -0.82
O -0.1934 -6.0589 1.6877 -0.34 0.59 0.46 -0.27
C -1.6030 -5.9481 1.7930 -0.99 -1.05 -1.68 -0.02
C -2.2185 -6.3431 0.3453 1.90 0.13 2.27 -0.88
N -1.7171 -7.7291 0.0206 -2.20 2.05 2.09 -0.31
C -2.3831 -8.1861 -1.1428 3.07 -0.53 -1.31 -0.45
C -1.6837 -9.4715 -1.6240 -2.53 -1.38 -1.50 -0.80
O -0.3385 -9.6047 -2.0217 0.37 0.88 0.87 -0.29
C 0.3732 -10.4392 -1.1231 0.09 0.27 0.38 -0.79
H 0.2349 -4.9466 3.4137 -0.13 0.07 0.11 0.20
H 1.5105 -6.0342 2.8302 -0.05 0.09 -0.14 0.29
H 0.0950 -6.7402 3.5922 -0.08 0.11 0.39 0.38
H -1.9816 -5.0388 2.2599 0.44 0.99 -0.75 -0.10
H -2.0313 -6.6386 2.5195 0.35 -0.94 -0.05 0.47
H -1.9680 -5.5972 -0.4090 0.73 0.11 -0.20 0.34
H -3.2985 -6.2002 0.3787 -0.21 -1.00 0.29 0.45
H -0.7098 -7.7463 -0.0524 -0.05 0.25 -0.19 0.25
H -2.1804 -7.4489 -1.9196 -0.47 0.24 -0.70 0.33
H -3.4607 -8.3454 -1.1023 0.11 -0.15 0.53 0.33
H -2.2579 -9.6788 -2.5269 -0.03 -0.15 -0.48 0.40
H -1.9637 -10.3328 -1.0175 0.13 0.13 0.65 0.43
H 1.4198 -10.4892 -1.4236 -0.19 -0.14 -0.25 0.27
H -0.0953 -11.4209 -1.0543 0.16 -0.30 -0.34 0.34
H 0.3536 -10.0653 -0.0995 -0.01 0.35 0.14 0.31
C -1.7114 1.7166 -3.4539 1.23 1.14 1.31 0.15
O -2.9383 2.0347 -3.9426 -3.20 0.32 -1.45 -0.47
C -3.6125 3.1664 -3.4646 -0.55 1.92 0.36 0.64
C -4.8255 3.6602 -4.3057 -0.78 -2.12 0.27 -1.30
N -5.4226 4.9474 -4.0174 0.69 1.66 -0.68 -0.25
C -4.6640 6.1271 -4.4938 0.05 0.47 0.84 -0.14
C -5.1728 7.4731 -3.9545 -2.58 -0.19 0.38 -1.12
O -4.7943 7.8292 -2.6306 1.39 -0.69 0.25 -0.10
C -5.3334 8.9422 -1.9375 -0.40 -0.20 -0.67 -0.89
H -0.9844 2.3681 -3.9389 0.63 -0.52 -0.28 0.39
H -1.5139 0.6474 -3.5294 0.08 0.22 -0.31 0.04
H -1.6630 2.0233 -2.4090 0.13 -0.34 0.43 -0.28
H -3.0746 4.1107 -3.3812 1.48 -0.12 -0.31 0.01
H -3.9694 3.1014 -2.4368 -0.13 -0.89 0.35 -0.04
H -5.5982 2.8982 -4.2033 -0.36 -0.01 0.39 0.42
H -4.6381 3.5079 -5.3686 0.48 0.81 -0.20 0.43
H -5.7917 5.2325 -3.1216 0.10 -1.22 0.40 0.21
H -4.8196 6.2266 -5.5680 0.58 -0.24 -0.14 0.33
H -3.6243 6.0711 -4.1714 0.43 -0.12 -0.62 0.16
H -6.2532 7.3354 -3.9108 -0.65 -0.15 0.02 0.48
H -5.1479 8.2509 -4.7177 1.10 0.42 0.17 0.48
H -4.9938 9.8872 -2.3614 0.07 0.10 -0.06 0.32
H -5.0523 8.8930 -0.8855 0.42 -0.21 -0.16 0.24
H -6.4232 8.9403 -1.9199 -0.28 -0.08 -0.32 0.36
C 0.1856 0.8680 -6.5719 0.61 0.99 -0.02 -0.93
O 0.6793 0.7082 -5.2480 -0.13 -2.19 -0.82 -0.12
C 1.3393 -0.5988 -5.1176 -0.12 1.23 2.30 -0.95
C 1.6176 -0.6883 -3.5768 -0.96 -0.04 -2.48 0.17
N 2.2914 -1.9420 -3.2391 -1.35 0.59 0.48 0.19
C 1.2452 -2.9859 -3.0518 1.44 -2.11 -0.02 -0.22
C 1.7971 -4.3295 -2.4912 0.95 -0.51 -0.49 -0.42
O 2.4151 -5.1928 -3.5263 -1.02 0.51 0.24 -0.43
C 2.5206 -6.5940 -3.1667 0.19 1.70 1.12 -0.63
H -0.4022 1.7851 -6.6135 0.06 0.08 0.16 0.23
H -0.4447 0.0879 -6.9988 0.04 -0.49 0.50 0.36
H 1.0617 1.0002 -7.2067 -0.06 -0.02 -0.48 0.37
H 2.3191 -0.6323 -5.5940 -0.09 0.16 -0.45 0.36
H 0.7347 -1.4522 -5.4246 -0.30 0.27 -0.36 0.39
H 0.6617 -0.6376 -3.0553 -0.28 0.30 0.09 -0.26
H 2.1502 0.2436 -3.3872 0.51 -0.37 0.55 0.45
H 2.6387 -1.6339 -2.3422 0.61 -1.09 0.63 -0.34
H 0.8035 -3.2870 -4.0018 0.03 0.43 -0.24 0.33
H 0.4081 -2.8319 -2.3709 -0.05 1.08 0.12 0.10
H 1.0361 -4.8399 -1.9009 -0.71 -0.49 -0.74 0.46
H 2.4849 -4.1538 -1.6640 0.82 0.35 -0.21 0.20
H 1.6122 -6.8450 -2.6192 0.08 -0.51 0.04 0.23
H 3.3998 -6.6215 -2.5229 -0.03 -0.58 0.45 0.25
H 2.7120 -7.3014 -3.9737 -0.32 0.66 -0.48 0.26
C 0.2393 3.4839 -1.3032 -0.42 1.50 0.27 -0.44
O 1.2505 4.2724 -0.6928 1.08 0.24 -0.64 -0.40
C 2.1946 3.5964 0.1318 -1.63 -1.39 0.06 -0.53
C 3.2521 4.5070 0.6777 -1.63 -0.60 -1.72 -0.28
N 4.2614 4.6712 -0.3259 2.44 0.39 0.20 -0.35
C 5.2678 5.6578 0.1514 -0.96 0.79 -0.67 -0.30
C 6.1467 6.3477 -0.9515 -0.37 -0.55 0.00 -0.69
O 7.2329 7.1113 -0.4964 0.81 -1.50 0.63 -0.41
C 6.9259 8.3948 -0.0847 0.13 1.13 -0.55 -0.69
H -0.5896 3.4636 -0.5957 -0.24 -0.62 0.03 0.24
H 0.4547 2.4968 -1.7123 0.67 0.04 0.34 0.18
H -0.1042 4.1176 -2.1208 -0.08 -0.19 -0.23 0.38
H 2.5723 2.7456 -0.4352 0.40 -0.15 0.11 0.29
H 1.6107 3.2169 0.9704 0.02 -0.40 0.38 0.23
H 3.5959 4.0630 1.6119 0.46 0.30 -0.10 0.35
H 2.6198 5.3793 0.8428 0.48 0.86 0.64 0.13
H 3.9601 4.8994 -1.2625 -0.64 0.04 0.22 0.24
H 5.8372 5.1794 0.9483 0.41 0.19 -0.19 0.22
H 4.6261 6.4221 0.5898 0.47 0.61 0.55 0.27
H 5.6278 7.0702 -1.5814 -1.07 -0.48 -0.15 0.41
H 6.5266 5.5581 -1.5998 0.25 0.04 -0.04 0.37
H 7.0668 9.1094 -0.8956 0.01 0.08 -0.56 0.27
H 7.6799 8.7146 0.6345 -0.51 -0.17 0.56 0.26
H 5.8765 8.5211 0.1816 0.10 -0.09 0.76 0.31
C -0.8852 -5.0397 9.6604 0.18 0.01 -0.78 -0.71
O -0.2389 -3.9913 8.9830 -0.16 0.79 -0.56 -0.33
C 0.5654 -4.3762 7.8626 0.26 -1.14 1.76 -0.57
C 0.8504 -3.1943 6.9986 0.95 -0.53 0.28 -0.23
N 1.9625 -3.5102 6.0484 -2.15 1.12 -0.55 -0.22
C 1.9512 -2.4754 5.0006 1.77 0.07 -1.30 -0.36
C 3.2225 -2.6452 4.1667 0.15 1.32 -1.04 -0.59
O 3.3978 -1.4709 3.2855 -0.20 -0.01 0.90 -0.35
C 4.4885 -1.5385 2.3422 -1.63 -2.02 0.32 -0.70
H -1.3840 -5.6250 8.8879 -0.49 -0.38 0.29 0.32
H -1.5882 -4.6054 10.3712 0.01 -0.06 -0.14 0.23
H -0.1894 -5.6922 10.1879 0.21 -0.07 0.14 0.28
H 0.1717 -5.2184 7.2936 -0.68 0.06 -0.18 0.33
H 1.4453 -4.8138 8.3342 0.76 0.14 -0.31 0.37
H 1.1325 -2.3773 7.6627 -0.20 0.36 -0.08 0.30
H -0.0921 -2.9705 6.4988 0.35 0.35 -0.45 0.03
H 2.8558 -3.5301 6.5193 -0.01 0.19 0.20 0.29
H 2.0492 -1.4224 5.2649 -0.53 0.16 0.96 0.36
H 1.1306 -2.5340 4.2856 -0.45 -0.36 0.50 -0.12
H 3.1262 -3.5545 3.5734 0.50 -0.15 -0.09 0.36
H 4.0584 -2.6399 4.8662 0.38 -0.46 -0.14 0.40
H 4.4771 -0.7144 1.6289 0.14 0.38 0.68 0.21
H 4.1961 -2.4059 1.7504 0.63 -0.29 -0.55 0.26
H 5.4371 -1.7828 2.8202 0.18 0.53 -0.02 0.44
```
Forces are in eV/Å.

---

3.
Formula: C5H8O3
Source: the Open Molecules 2025 dataset
Level of theory: the ωB97M-V functional and the def2-TZVPD basis

Properties
Net charge: 0
M in g/mol: 116.12
Kohn-Sham gap in eV: 9.7
Highest occupied orbital energy in eV: -9.43
ΔE to the lowest compared entry with this formula, charge and spin in kcal per mole: 162.6
LUMO in eV: 0.253
Largest force on an atom in Eh/bohr: 0.124
Total energy in eV: -11450.4667

Structure (XYZ):
```
16
Properties=species:S:1:pos:R:3:forces:R:3:mulliken_charge:R:1
C -0.8410 -0.4595 -0.6068 -0.72 3.66 3.44 -0.16
C -0.3111 0.0298 0.9910 -3.70 0.42 1.02 -0.24
C 1.0713 0.1575 0.6850 3.13 -0.67 -2.18 -0.06
C 1.1951 1.0746 -0.5261 -5.42 -1.10 1.87 -0.82
C 0.5759 -0.3045 -1.1840 -0.59 1.30 -1.32 0.02
H -3.0987 -0.2299 -0.8900 5.51 2.88 -0.12 0.37
H -1.0785 -1.4656 -0.7374 -0.72 -1.71 0.38 0.42
H -0.5740 1.0677 1.3771 -0.73 -0.98 -1.22 0.26
H -0.6539 -1.8500 1.7882 -0.15 5.02 2.04 0.37
H 1.7120 0.5289 1.4222 1.31 -0.77 1.79 0.55
H 0.7546 2.0751 -0.1545 -0.75 -1.38 -1.61 0.24
H 2.0244 1.3915 -0.9632 4.42 0.29 -1.32 0.41
H 0.6148 -0.6329 -2.3286 0.62 0.65 2.64 0.35
O -2.0180 0.4328 -0.9221 -2.75 -3.98 -0.34 -0.62
O -0.7152 -0.7410 2.1767 0.97 -5.01 -3.81 -0.59
O 1.3423 -1.0746 -0.1274 -0.42 1.39 -1.25 -0.50
```
Forces are in eV/Å.